C28H33F27N5O6 | ωB97M-V/def2-TZVPD

## Properties
LUMO level = -2.837 eV
total charge = +1
HOMO level = -10.57 eV

```
99
C28H33F27N5O6 | OMol25 | ωB97M-V/def2-TZVPD
C 2.999 3.023 1.534
C 1.792 2.736 0.613
C 0.987 1.622 1.270
N -0.350 1.443 0.619
C -1.030 0.450 1.257
N -0.727 -0.005 2.473
C -1.606 -0.925 2.818
N -1.631 -1.577 3.974
C -0.625 -1.311 5.008
C 0.025 -2.619 5.496
C 0.740 -2.348 6.781
F 0.889 -3.338 7.700
C 1.308 -1.121 7.077
F 2.588 -0.841 7.036
F 0.579 -0.078 7.425
N -2.486 -1.102 1.798
C -3.650 -1.948 1.648
C -3.463 -3.324 2.299
O -2.799 -4.218 1.836
O -4.134 -3.495 3.480
N -2.108 -0.231 0.830
C -2.725 0.020 -0.455
O -4.026 0.495 -0.319
C -4.064 1.835 0.180
H 3.182 2.145 2.156
H 2.773 3.820 2.236
H 3.909 3.219 0.980
H 2.196 2.436 -0.352
H 1.168 3.620 0.530
H 1.537 0.689 1.157
H 0.857 1.880 2.311
H -0.230 1.262 -0.371
H -2.326 -2.261 4.219
H 0.151 -0.651 4.643
H -1.166 -0.891 5.850
H 0.790 -2.926 4.781
H -0.710 -3.415 5.628
H -4.519 -1.449 2.085
H -3.911 -2.113 0.610
H -4.462 -2.633 3.767
H -2.819 -0.927 -0.989
H -2.105 0.660 -1.076
H -3.457 1.941 1.083
H -3.656 2.531 -0.552
H -5.098 2.060 0.407
C -1.765 -7.612 9.850
C -1.233 -8.998 9.430
C -0.392 -9.783 10.442
F 0.737 -9.137 10.782
F -0.028 -10.964 9.891
F -0.571 -8.879 8.259
F -2.332 -9.764 9.180
O -1.054 -6.448 9.428
C 0.022 -5.954 10.141
C 1.326 -6.021 9.339
F 1.607 -7.281 8.959
F 2.354 -5.584 10.102
F 0.124 -6.553 11.339
F -0.239 -4.649 10.382
H -2.723 -7.520 9.343
H -1.996 -7.574 10.914
H -0.970 -9.992 11.346
H 1.258 -5.401 8.447
C 0.737 1.707 -4.725
C -0.343 1.841 -3.628
C -1.761 2.199 -4.104
F -1.808 3.380 -4.725
F -2.595 2.290 -3.033
F 0.075 2.701 -2.669
F -0.404 0.622 -3.004
O 1.599 2.810 -4.968
C 1.243 3.843 -5.820
C 1.107 5.182 -5.089
F 0.197 5.104 -4.098
F 0.695 6.124 -5.961
F 0.141 3.521 -6.525
F 2.243 3.970 -6.713
H 1.413 0.937 -4.354
H 0.323 1.307 -5.650
H -2.150 1.428 -4.776
H 2.066 5.478 -4.660
C 3.100 3.995 -10.670
C 3.232 5.327 -9.903
C 1.941 6.028 -9.464
F 1.164 6.376 -10.503
F 2.259 7.167 -8.803
F 4.012 6.169 -10.610
F 3.909 5.038 -8.754
O 3.199 4.007 -12.091
C 2.105 4.267 -12.895
C 2.276 5.556 -13.707
F 2.481 6.615 -12.906
F 1.153 5.787 -14.422
F 0.964 4.258 -12.180
F 2.017 3.245 -13.772
H 3.968 3.414 -10.363
H 2.235 3.422 -10.337
H 1.367 5.391 -8.786
H 3.125 5.464 -14.387
```

Atomic partial charges in e from the Löwdin method, atoms 1 to 4: number 1, C, carries -0.092; number 2, C, carries -0.232; number 3, C, carries -0.200; number 4, N, carries 0.116

C31H47NO3SbSe4Ta | ωB97M-V/def2-TZVPD

## Properties
LUMO level = -1.812 eV
energy relative to the best compared isomer or geometry (same formula, charge and spin) = 249.5 kcal per mole
total charge = 0
HOMO level = -7.81 eV

```
88
C31H47NO3SbSe4Ta | OMol25 | ωB97M-V/def2-TZVPD
Ta 1.467 0.978 -0.559
C -3.689 -0.385 -3.445
C -2.862 -0.664 -2.188
C -2.776 -2.192 -1.997
C -3.574 -0.051 -0.979
C -1.419 -0.206 -2.317
C -0.605 -0.177 -1.167
C 0.715 -0.631 -1.405
N 1.540 -0.976 -0.330
C 0.790 -1.271 0.872
C 0.485 -2.537 1.310
C -0.019 -2.703 2.606
C 0.035 -1.612 3.464
C 0.313 -0.291 3.066
C 0.441 -0.127 1.690
O 0.299 1.051 0.994
C 0.712 0.755 4.100
C -0.061 0.578 5.416
C 2.209 0.515 4.364
C 0.543 2.208 3.634
C -0.534 -4.074 3.035
C 0.583 -5.120 2.927
C -1.054 -4.076 4.474
C -1.699 -4.469 2.116
C 1.301 0.186 -2.461
O 2.530 0.684 -2.090
C 0.576 0.448 -3.633
C -0.781 0.066 -3.558
C 1.267 1.057 -4.839
C 1.824 2.444 -4.475
C 2.438 0.158 -5.261
C 0.292 1.194 -6.009
H -4.713 -0.726 -3.281
H -3.300 -0.919 -4.312
H -3.728 0.681 -3.681
H -3.776 -2.614 -1.868
H -2.191 -2.452 -1.112
H -2.310 -2.666 -2.862
H -4.584 -0.458 -0.911
H -3.650 1.035 -1.061
H -3.083 -0.289 -0.034
H -1.036 -0.412 -0.206
H 0.665 -3.372 0.644
H -0.165 -1.776 4.513
H 0.232 -0.338 5.929
H -1.137 0.549 5.237
H 0.160 1.412 6.083
H 2.394 -0.479 4.778
H 2.635 1.272 5.026
H 2.750 0.540 3.414
H -0.404 2.366 3.119
H 1.334 2.518 2.947
H 0.611 2.886 4.487
H 1.429 -4.842 3.559
H 0.943 -5.229 1.904
H 0.212 -6.094 3.254
H -0.255 -3.879 5.190
H -1.470 -5.059 4.700
H -1.847 -3.339 4.614
H -1.382 -4.557 1.075
H -2.502 -3.731 2.173
H -2.105 -5.436 2.421
H -1.385 0.091 -4.453
H 2.704 2.365 -3.840
H 1.085 3.055 -3.958
H 2.128 2.977 -5.378
H 3.130 -0.018 -4.438
H 3.003 0.648 -6.056
H 2.084 -0.808 -5.628
H -0.554 1.836 -5.754
H -0.087 0.219 -6.322
H 0.812 1.640 -6.858
C -0.659 3.842 -0.180
C -0.763 2.637 -1.127
C -1.646 3.083 -2.307
O 0.486 2.158 -1.509
H -1.640 4.031 0.256
H -0.313 4.719 -0.731
H 0.038 3.657 0.641
H -1.301 1.873 -0.569
H -1.001 3.391 -3.131
H -2.268 3.927 -2.014
H -2.292 2.281 -2.661
Se 4.763 3.376 3.975
Sb 6.706 3.987 2.700
Se 2.954 1.794 0.655
Se 4.490 2.760 1.834
Se 8.514 5.127 3.756
```

Atomic partial charges in e from the Löwdin method, atoms 1 to 4: number 1, Ta, carries 1.165; number 2, C, carries -0.052; number 3, C, carries -0.542; number 4, C, carries -0.027

C28H36Cl2CrF8N4O32 | ωB97M-V/def2-TZVPD

## Properties
multiplicity = 4
LUMO level (spin up / spin down) = -4.752 / -2.977 eV
total charge = +1
HOMO level (spin up / spin down) = -11.94 / -11.94 eV

```
111
C28H36Cl2CrF8N4O32 | OMol25 | ωB97M-V/def2-TZVPD
Cr 1.282 -1.670 0.396
Cl 2.966 -3.020 1.406
Cl -0.589 -0.529 -0.494
C -0.941 -3.085 -5.689
N -0.046 -2.011 -5.088
O 0.339 -2.114 -3.923
O 0.459 -1.230 -5.935
H -0.470 -3.463 -6.596
H -1.913 -2.663 -5.946
H -0.909 -3.915 -4.983
C -3.883 -2.098 -1.118
N -3.128 -3.001 -2.005
O -2.268 -3.709 -1.486
O -3.433 -2.980 -3.226
H -3.570 -2.330 -0.100
H -4.936 -2.349 -1.244
H -3.655 -1.035 -1.196
C -3.209 1.514 1.480
N -3.843 2.859 1.696
O -3.383 3.576 2.559
O -4.902 3.076 1.064
H -4.044 0.863 1.223
H -2.658 1.003 2.269
H -2.666 1.511 0.535
C 2.765 3.511 -2.262
N 1.819 2.715 -1.438
O 1.465 3.215 -0.378
O 1.566 1.627 -1.910
H 3.682 3.002 -1.966
H 2.665 4.573 -2.037
H 2.447 3.288 -3.280
C 4.144 2.272 2.944
C 3.986 1.062 3.859
O 3.616 0.196 2.863
C 3.110 0.773 1.777
O 2.385 0.177 0.927
O 3.358 2.106 1.837
F 2.963 1.149 4.671
H 5.168 2.340 2.576
H 3.832 3.286 3.193
H 4.897 0.857 4.421
C -1.084 0.960 -3.717
C -1.677 1.971 -2.720
O -3.005 1.662 -2.488
C -3.401 0.890 -3.494
O -4.579 0.448 -3.746
O -2.305 0.671 -4.359
F -1.568 3.179 -3.387
H -0.740 0.054 -3.218
H -0.260 1.294 -4.347
H -1.080 2.085 -1.815
C 4.987 -0.759 -3.764
C 4.999 -2.286 -3.635
O 3.859 -2.448 -2.891
C 3.549 -1.436 -2.181
O 2.620 -1.429 -1.318
O 4.305 -0.393 -2.567
F 6.070 -2.789 -3.002
H 4.585 -0.335 -4.684
H 6.026 -0.429 -3.748
H 4.946 -2.780 -4.604
C -0.884 -0.271 5.729
C 0.524 -0.653 6.096
O 1.054 -1.231 4.973
C 0.406 -0.696 3.876
O 0.641 -0.976 2.711
O -0.701 0.017 4.320
F 0.529 -1.638 7.086
H -1.188 0.618 6.281
H -1.538 -1.113 5.959
H 1.043 0.231 6.466
C -3.052 -4.240 3.110
C -2.998 -5.017 1.836
O -1.776 -4.854 1.327
C -1.270 -3.717 1.756
O -0.375 -3.143 1.177
O -1.955 -3.375 2.956
F -3.929 -4.431 1.023
H -2.752 -4.874 3.945
H -3.977 -3.677 3.233
H -3.264 -6.070 1.927
C -3.157 5.764 -0.020
C -1.772 5.248 -0.430
O -1.845 5.528 -1.850
C -3.053 5.885 -2.240
O -3.360 6.223 -3.361
O -3.751 6.190 -1.195
F -1.717 3.937 -0.273
H -3.019 6.637 0.618
H -3.809 4.982 0.369
H -0.892 5.645 0.075
C -0.271 4.497 5.251
C 1.146 4.769 4.775
O 1.050 4.166 3.499
C 0.125 3.142 3.535
O -0.168 2.381 2.642
O -0.586 3.219 4.694
F 2.044 4.122 5.545
H -0.869 5.319 4.856
H -0.303 4.438 6.339
H 1.442 5.810 4.649
C 1.425 -5.976 -3.534
C 2.493 -6.283 -2.520
O 2.037 -5.512 -1.425
C 1.213 -4.494 -1.859
O 0.978 -3.438 -1.242
O 0.840 -4.725 -3.065
F 3.691 -5.863 -2.998
H 0.572 -6.648 -3.437
H 1.828 -5.976 -4.547
H 2.436 -7.358 -2.348
```

Atomic partial charges in e from the Löwdin method, atoms 1 to 4: number 1, Cr, carries 0.615; number 2, Cl, carries 0.060; number 3, Cl, carries 0.186; number 4, C, carries 0.064

C35H45BN4O8 | ωB97M-V/def2-TZVPD

## Properties
LUMO level = -0.709 eV
SMILES = O=[N+]([O-])c1ccccc1.O=[N+]([O-])c1ccccc1.O=[N+]([O-])c1ccccc1.O=[N+]([O-])c1ccccc1.BCCCCCCCCCCC
total charge = 0
HOMO level = -9.79 eV

```
93
C35H45BN4O8 | OMol25 | ωB97M-V/def2-TZVPD
O -0.897 -0.926 -3.125
N -0.566 -0.682 -4.270
O -0.418 -1.521 -5.135
C -0.331 0.731 -4.636
C -0.409 1.696 -3.648
C -0.167 3.015 -3.998
C 0.136 3.340 -5.315
C 0.199 2.353 -6.290
C -0.029 1.029 -5.952
H -0.637 1.412 -2.633
H -0.204 3.782 -3.236
H 0.325 4.371 -5.586
H 0.421 2.619 -7.314
H 0.013 0.238 -6.686
O 3.446 -7.892 9.882
N 3.735 -7.812 8.705
O 4.118 -8.740 8.021
C 3.598 -6.492 8.054
C 3.174 -5.420 8.816
C 3.045 -4.186 8.198
C 3.337 -4.049 6.847
C 3.760 -5.143 6.106
C 3.895 -6.384 6.708
H 2.955 -5.561 9.864
H 2.714 -3.332 8.773
H 3.231 -3.084 6.367
H 3.983 -5.032 5.053
H 4.221 -7.254 6.159
O -0.734 5.441 0.797
N -1.082 4.377 0.332
O -0.435 3.723 -0.464
C -2.378 3.819 0.770
C -3.143 4.545 1.664
C -4.348 4.004 2.082
C -4.761 2.766 1.608
C -3.973 2.059 0.709
C -2.765 2.585 0.279
H -2.792 5.502 2.018
H -4.964 4.552 2.783
H -5.702 2.348 1.942
H -4.295 1.094 0.342
H -2.130 2.059 -0.417
O -2.566 3.278 -7.677
N -2.111 4.385 -7.879
O -1.017 4.605 -8.366
C -2.937 5.548 -7.496
C -4.165 5.318 -6.904
C -4.934 6.414 -6.545
C -4.468 7.701 -6.782
C -3.230 7.902 -7.377
C -2.448 6.817 -7.741
H -4.498 4.306 -6.734
H -5.898 6.261 -6.081
H -5.074 8.552 -6.500
H -2.870 8.905 -7.560
H -1.481 6.940 -8.206
B 1.106 0.193 -0.021
C 0.572 0.947 1.221
C 1.043 0.567 2.636
C -0.053 -0.137 3.450
C -0.605 -1.441 2.855
C -0.026 -2.740 3.435
C 1.499 -2.839 3.476
C 2.181 -3.020 2.121
C 1.754 -4.247 1.319
C 2.475 -4.341 -0.031
C 1.672 -3.745 -1.185
C 2.448 -3.701 -2.508
H 2.144 -0.400 0.016
H 0.513 0.255 -1.051
H 0.826 1.999 1.003
H -0.527 0.944 1.184
H 1.936 -0.063 2.590
H 1.338 1.465 3.186
H 0.323 -0.337 4.460
H -0.870 0.581 3.577
H -1.686 -1.473 3.012
H -0.474 -1.440 1.766
H -0.427 -2.898 4.441
H -0.405 -3.572 2.833
H 1.787 -3.666 4.135
H 1.904 -1.930 3.934
H 3.266 -3.062 2.272
H 2.004 -2.131 1.505
H 0.676 -4.201 1.124
H 1.909 -5.147 1.924
H 3.437 -3.819 0.035
H 2.719 -5.384 -0.261
H 0.740 -4.303 -1.306
H 1.375 -2.728 -0.905
H 2.757 -2.688 -2.774
H 1.855 -4.075 -3.343
H 3.359 -4.303 -2.451
```

Atomic partial charges in e from the Löwdin method, atoms 1 to 4: number 1, O, carries 0.058; number 2, N, carries -0.347; number 3, O, carries 0.074; number 4, C, carries -0.140

C2H9O2 | ωB97M-V/def2-TZVPD

## Properties
LUMO level = -3.719 eV
energy relative to the best compared isomer or geometry (same formula, charge and spin) = 20.3 kcal per mole
total charge = +1
HOMO level = -16.54 eV

```
13
C2H9O2 | OMol25 | ωB97M-V/def2-TZVPD
O 1.768 1.899 -0.761
H 0.598 1.143 -0.435
H 2.230 1.874 0.122
H 2.204 1.630 -1.561
C -0.727 -0.273 0.836
O -0.291 0.610 -0.344
C -0.834 -1.676 0.163
H 0.104 -0.353 1.578
H -1.636 0.130 1.265
H -0.923 0.859 -0.971
H -1.412 -1.789 -0.716
H 0.240 -1.789 -0.145
H -1.321 -2.264 0.968
```

Atomic partial charges in e from the Löwdin method, atoms 1 to 4: number 1, O, carries 0.044; number 2, H, carries 0.072; number 3, H, carries 0.144; number 4, H, carries 0.100

C30H54O8 | ωB97M-V/def2-TZVPD

## Properties
LUMO level = 0.204 eV
SMILES = c1ccccc1.CC(C)=O.CC(C)=O.CC(C)=O.CC(C)=O.CC(C)=O.CC(C)=O.CC(C)=O.CC(C)=O
energy relative to the best compared isomer or geometry (same formula, charge and spin) = 9.2 kcal per mole
total charge = 0
HOMO level = -9.57 eV

```
92
C30H54O8 | OMol25 | ωB97M-V/def2-TZVPD
C 9.337 11.075 14.035
C 9.200 12.015 13.015
C 10.184 12.982 12.818
C 11.212 13.058 13.726
C 11.426 12.114 14.745
C 10.422 11.138 14.945
H 8.569 10.316 14.045
H 8.263 12.018 12.479
H 10.139 13.735 12.045
H 11.951 13.831 13.577
H 12.280 12.275 15.386
H 10.555 10.388 15.710
C 7.318 8.560 12.456
C 8.116 7.424 11.884
C 7.877 7.126 10.432
O 8.868 6.782 12.595
H 6.244 8.373 12.467
H 7.541 9.487 11.928
H 7.531 8.668 13.520
H 7.041 6.438 10.307
H 8.827 6.767 10.036
H 7.709 8.033 9.851
C 10.606 14.897 16.851
C 9.586 15.884 16.278
C 8.476 15.370 15.306
O 9.656 17.092 16.574
H 10.131 13.918 16.793
H 10.754 15.168 17.896
H 11.597 14.905 16.397
H 8.972 15.461 14.340
H 7.518 15.887 15.366
H 8.238 14.311 15.408
C 10.332 18.349 13.055
C 11.265 17.308 12.509
C 11.125 17.060 11.017
O 12.060 16.693 13.175
H 9.286 18.056 12.966
H 10.469 19.314 12.566
H 10.564 18.485 14.111
H 11.806 16.251 10.756
H 11.483 17.978 10.551
H 10.096 16.865 10.713
C 14.414 10.210 14.623
C 15.039 11.564 14.272
C 15.670 11.808 12.896
O 14.955 12.508 15.100
H 13.679 9.849 13.905
H 13.876 10.288 15.568
H 15.155 9.421 14.756
H 15.764 10.836 12.412
H 16.684 12.167 13.071
H 15.142 12.427 12.171
C 11.775 10.349 18.814
C 12.616 11.443 19.424
C 12.709 12.763 18.646
O 12.958 11.413 20.594
H 12.424 9.561 18.434
H 11.200 10.753 17.981
H 11.192 9.878 19.606
H 11.752 13.284 18.638
H 13.021 12.690 17.604
H 13.501 13.307 19.161
C 7.064 9.256 16.572
C 7.717 7.901 16.620
C 8.992 7.638 15.876
O 7.063 6.980 17.135
H 7.681 10.148 16.672
H 6.384 9.361 17.417
H 6.421 9.270 15.692
H 9.177 8.442 15.164
H 8.983 6.668 15.378
H 9.761 7.435 16.622
C 7.842 15.282 9.149
C 7.404 13.841 9.419
C 6.353 13.627 10.496
O 7.902 12.863 8.866
H 8.732 15.238 8.521
H 8.083 15.722 10.117
H 7.035 15.819 8.650
H 5.561 12.977 10.124
H 5.823 14.516 10.838
H 6.743 13.215 11.427
C 13.146 13.356 10.355
C 12.868 13.846 8.975
C 12.977 12.862 7.803
O 12.468 15.006 8.787
H 14.172 13.064 10.582
H 12.573 12.446 10.534
H 12.906 14.034 11.174
H 12.056 12.291 7.690
H 13.851 12.224 7.932
H 13.010 13.415 6.865
```

Atomic partial charges in e from the Löwdin method, atoms 1 to 4: number 1, C, carries -0.081; number 2, C, carries -0.083; number 3, C, carries -0.093; number 4, C, carries -0.100